(1)
A 15-piece molecular cluster, C46H127N9O15 overall, computed with the ωB97M-V functional and the def2-TZVPD basis.

Results
HOMO (eV): -8.93
LUMO level (Eh): 0.0109
Multiplicity: 1
Energy above the lowest of the compared OMol25 structures with the same formula, charge and spin (kcal/mol): 0.0
Orbital gap (Eh): 0.339

Last column: Löwdin charge in e.
Geometry (Å):
C (-5.10, -1.53, 1.20)  -0.050
C (-4.48, -2.24, 2.35)  -0.449
C (-5.13, -3.61, 2.62)  -0.045
O (-3.11, -2.42, 1.91)  -0.085
H (-5.15, -2.14, 0.39)  0.025
H (-4.49, -0.71, 0.87)  0.066
H (-6.09, -1.10, 1.23)  0.091
H (-4.44, -1.71, 3.30)  0.128
H (-4.89, -4.42, 1.90)  0.089
H (-6.17, -3.45, 2.64)  0.058
H (-4.76, -3.92, 3.66)  0.094
H (-2.50, -2.72, 2.59)  0.040
C (3.16, -2.66, -1.71)  -0.039
C (4.30, -1.86, -1.15)  -0.563
C (4.69, -2.19, 0.25)  -0.057
O (5.44, -2.01, -1.95)  -0.038
H (3.22, -3.75, -1.53)  0.065
H (2.93, -2.42, -2.74)  0.075
H (2.19, -2.41, -1.24)  0.067
H (4.07, -0.79, -1.19)  0.097
H (3.89, -1.94, 0.99)  0.070
H (5.73, -1.82, 0.44)  0.088
H (4.78, -3.28, 0.42)  0.086
H (5.41, -1.16, -2.44)  0.096
C (0.32, -7.26, -2.81)  -0.059
C (0.11, -6.17, -1.71)  -0.474
C (1.29, -6.01, -0.68)  -0.021
O (-0.28, -4.96, -2.32)  -0.080
H (0.14, -8.33, -2.43)  0.095
H (1.24, -7.16, -3.37)  0.066
H (-0.54, -7.26, -3.52)  0.074
H (-0.79, -6.41, -1.20)  0.114
H (0.80, -5.41, 0.07)  0.063
H (2.16, -5.50, -1.16)  0.067
H (1.54, -7.02, -0.38)  0.076
H (0.50, -4.58, -2.76)  0.091
C (-7.20, 2.29, -0.62)  -0.041
C (-6.55, 1.80, -1.94)  -0.470
C (-5.49, 2.86, -2.27)  -0.060
O (-5.99, 0.51, -1.75)  -0.059
H (-7.83, 1.50, -0.23)  0.073
H (-7.74, 3.19, -0.90)  0.071
H (-6.49, 2.61, 0.18)  0.074
H (-7.24, 1.71, -2.79)  0.127
H (-5.97, 3.84, -2.28)  0.072
H (-4.95, 2.70, -3.24)  0.084
H (-4.72, 2.95, -1.49)  0.049
H (-5.49, 0.33, -2.54)  0.025
C (-3.54, 3.25, 1.10)  -0.061
C (-2.34, 3.16, 1.95)  -0.500
C (-1.90, 1.76, 2.20)  -0.045
O (-1.22, 3.88, 1.41)  -0.081
H (-3.90, 4.25, 0.90)  0.079
H (-4.41, 2.81, 1.63)  0.100
H (-3.28, 2.76, 0.15)  0.079
H (-2.41, 3.61, 3.01)  0.164
H (-1.49, 1.28, 1.33)  0.071
H (-2.74, 1.16, 2.50)  0.085
H (-1.21, 1.68, 2.98)  0.047
H (-1.26, 4.74, 1.84)  0.077
C (4.44, 0.63, 3.32)  -0.029
C (4.19, 0.32, 4.84)  -0.463
C (4.65, -1.07, 5.33)  -0.042
O (4.90, 1.34, 5.54)  -0.064
H (4.15, 1.67, 3.17)  0.077
H (3.69, 0.06, 2.75)  0.065
H (5.44, 0.29, 3.11)  0.063
H (3.10, 0.39, 4.97)  0.107
H (4.40, -1.30, 6.36)  0.070
H (5.72, -1.26, 5.18)  0.075
H (4.13, -1.78, 4.67)  0.073
H (4.49, 2.20, 5.41)  0.064
C (-1.71, -2.37, -5.19)  -0.042
C (-1.84, -1.27, -6.27)  -0.526
C (-0.81, -1.36, -7.35)  -0.058
O (-3.14, -1.30, -6.79)  -0.059
H (-2.41, -2.09, -4.32)  0.076
H (-0.61, -2.53, -4.94)  0.104
H (-2.03, -3.31, -5.51)  0.050
H (-1.74, -0.31, -5.76)  0.127
H (-1.06, -0.48, -8.02)  0.112
H (-0.88, -2.29, -7.87)  0.072
H (0.21, -1.26, -7.03)  0.076
H (-3.15, -1.98, -7.48)  0.104
C (-6.30, 0.78, -5.93)  -0.055
C (-6.30, -0.38, -4.99)  -0.465
C (-6.55, -1.75, -5.65)  -0.034
O (-5.07, -0.48, -4.24)  -0.097
H (-7.29, 0.77, -6.44)  0.103
H (-5.48, 0.70, -6.70)  0.100
H (-6.11, 1.67, -5.37)  0.053
H (-7.17, -0.19, -4.31)  0.145
H (-7.42, -1.85, -6.24)  0.065
H (-6.59, -2.50, -4.83)  0.076
H (-5.73, -1.98, -6.27)  0.050
H (-4.31, -0.27, -4.81)  0.084
C (3.36, 5.05, 3.96)  -0.040
C (2.07, 4.40, 3.45)  -0.419
C (1.22, 3.91, 4.68)  -0.139
O (1.94, 2.78, 5.25)  -0.240
C (1.35, 2.26, 6.40)  -0.107
N (1.24, 5.29, 2.66)  0.037
H (3.71, 4.47, 4.80)  0.057
H (3.15, 6.05, 4.30)  0.081
H (4.17, 4.95, 3.24)  0.075
H (2.26, 3.56, 2.83)  0.108
H (0.20, 3.52, 4.43)  0.120
H (1.14, 4.67, 5.48)  0.126
H (1.22, 3.05, 7.09)  0.079
H (2.07, 1.51, 6.71)  0.088
H (0.45, 1.75, 6.17)  0.062
H (1.82, 6.07, 2.29)  0.078
H (0.83, 4.83, 1.83)  0.042
C (3.40, 4.90, -0.37)  -0.037
C (1.98, 4.52, -0.88)  -0.475
C (1.90, 4.59, -2.38)  -0.244
O (0.65, 4.15, -2.76)  -0.208
C (-0.40, 5.18, -2.62)  -0.052
N (1.48, 3.31, -0.29)  0.084
H (3.70, 5.86, -0.75)  0.067
H (4.09, 4.13, -0.76)  0.071
H (3.43, 4.80, 0.75)  0.071
H (1.37, 5.30, -0.44)  0.109
H (2.66, 3.84, -2.73)  0.118
H (2.16, 5.51, -2.91)  0.131
H (0.01, 6.00, -1.99)  0.084
H (-1.32, 4.89, -2.15)  0.072
H (-0.59, 5.66, -3.61)  0.092
H (1.62, 2.52, -0.98)  0.090
H (0.48, 3.38, -0.20)  0.046
C (6.36, 1.03, 0.03)  -0.043
C (7.26, 2.23, 0.28)  -0.400
C (8.14, 2.03, 1.49)  -0.243
O (7.30, 1.88, 2.60)  -0.203
C (8.09, 1.88, 3.80)  -0.095
N (8.09, 2.46, -0.98)  0.034
H (6.04, 1.13, -0.98)  0.051
H (5.63, 0.95, 0.75)  0.030
H (7.00, 0.14, 0.05)  0.096
H (6.74, 3.22, 0.48)  0.147
H (8.76, 2.93, 1.69)  0.124
H (8.75, 1.10, 1.40)  0.142
H (8.69, 0.98, 3.96)  0.090
H (7.42, 1.98, 4.63)  0.065
H (8.81, 2.72, 3.83)  0.087
H (7.50, 2.98, -1.63)  0.062
H (8.92, 2.98, -0.80)  0.045
C (-0.34, -1.17, 4.55)  -0.029
C (-1.22, -2.11, 5.46)  -0.389
C (-0.99, -3.59, 5.17)  -0.183
O (-1.53, -3.92, 3.89)  -0.232
C (-1.44, -5.23, 3.42)  -0.094
N (-0.88, -1.97, 6.91)  0.037
H (-0.52, -0.10, 4.70)  0.060
H (-0.52, -1.34, 3.50)  0.051
H (0.67, -1.53, 4.81)  0.076
H (-2.22, -1.82, 5.34)  0.114
H (-1.55, -4.16, 5.94)  0.136
H (0.04, -3.79, 5.20)  0.110
H (-1.84, -5.94, 4.18)  0.100
H (-0.43, -5.55, 3.16)  0.082
H (-2.06, -5.23, 2.54)  0.082
H (-1.16, -1.03, 7.18)  0.073
H (0.11, -2.11, 6.97)  0.056
C (-1.71, 0.27, -2.00)  -0.020
C (-1.21, -1.11, -1.64)  -0.426
C (-0.36, -1.09, -0.38)  -0.170
O (0.77, -0.20, -0.52)  -0.266
C (1.48, -0.12, 0.65)  -0.118
N (-2.23, -2.17, -1.52)  0.087
H (-2.04, 0.25, -3.03)  0.064
H (-0.83, 0.96, -1.85)  0.094
H (-2.52, 0.41, -1.36)  0.051
H (-0.49, -1.42, -2.37)  0.112
H (0.03, -2.06, -0.06)  0.126
H (-0.95, -0.66, 0.44)  0.113
H (1.14, -0.95, 1.28)  0.090
H (1.32, 0.87, 1.07)  0.092
H (2.50, -0.40, 0.39)  0.066
H (-2.77, -2.10, -0.69)  0.047
H (-1.65, -3.02, -1.63)  0.066
C (-5.21, -3.81, -1.76)  -0.637
O (-6.19, -4.08, -1.08)  0.020
N (-4.00, -4.57, -1.66)  0.126
N (-5.11, -2.81, -2.69)  0.163
H (-3.40, -4.42, -2.45)  0.057
H (-4.20, -5.54, -1.39)  0.096
H (-5.81, -2.10, -2.75)  0.074
H (-4.16, -2.51, -2.86)  0.048
C (3.02, 1.11, -3.30)  -0.627
O (4.05, 0.96, -2.63)  -0.001
N (3.04, 1.89, -4.46)  0.152
N (1.81, 0.57, -2.97)  0.200
H (2.18, 2.25, -4.80)  0.080
H (3.96, 2.27, -4.55)  0.098
H (1.70, 0.08, -2.09)  0.068
H (0.97, 0.86, -3.36)  0.065

---

(2)
C21H44FNO6S2 as an isolated structure, computed with the ωB97M-V functional and the def2-TZVPD basis.

Results
HOMO (eV): -8.24
LUMO level (Eh): 0.0170
Multiplicity: 1
Orbital gap (Eh): 0.320

Last column: Löwdin charge in e.
Geometry (Å):
C (-3.32, -2.23, 3.20)  -0.110
C (-1.82, -2.49, 3.27)  -0.261
C (-1.10, -2.09, 1.98)  -0.228
C (0.39, -1.78, 2.16)  -0.205
C (0.67, -0.44, 2.85)  -0.194
C (0.59, 0.79, 1.94)  -0.203
C (-0.71, 1.61, 2.05)  -0.203
C (-0.57, 2.99, 1.41)  -0.209
C (-0.40, 3.01, -0.11)  -0.205
C (-1.58, 2.46, -0.93)  -0.179
C (-1.47, 0.98, -1.36)  -0.181
C (-2.70, 0.17, -0.95)  -0.172
C (-2.58, -1.32, -1.34)  -0.117
C (-3.60, -1.84, -2.36)  -0.475
S (-2.85, -3.23, -3.27)  0.698
O (-3.84, -4.08, -3.82)  -0.215
O (-1.71, -2.80, -3.98)  -0.205
F (-2.32, -3.98, -1.98)  -0.133
C (-4.94, -2.29, -1.77)  -0.109
O (-5.63, -1.03, -1.65)  -0.157
S (-5.48, -0.34, -3.08)  0.616
O (-6.31, -0.99, -4.02)  -0.188
O (-5.47, 1.06, -2.92)  -0.188
O (-3.96, -0.85, -3.32)  -0.140
H (-3.53, -1.16, 3.21)  0.072
H (-3.86, -2.70, 4.02)  0.069
H (-3.73, -2.63, 2.27)  0.063
H (-1.39, -1.95, 4.12)  0.100
H (-1.64, -3.56, 3.45)  0.109
H (-1.22, -2.88, 1.24)  0.108
H (-1.59, -1.20, 1.58)  0.085
H (0.88, -1.78, 1.19)  0.108
H (0.85, -2.59, 2.73)  0.112
H (-0.02, -0.31, 3.69)  0.101
H (1.67, -0.49, 3.28)  0.104
H (0.75, 0.48, 0.90)  0.095
H (1.41, 1.47, 2.19)  0.097
H (-0.92, 1.75, 3.12)  0.114
H (-1.56, 1.07, 1.64)  0.086
H (-1.41, 3.64, 1.69)  0.111
H (0.33, 3.44, 1.86)  0.109
H (0.53, 2.52, -0.39)  0.082
H (-0.28, 4.06, -0.39)  0.108
H (-2.51, 2.60, -0.36)  0.114
H (-1.68, 3.08, -1.83)  0.107
H (-0.58, 0.55, -0.89)  0.094
H (-1.37, 0.91, -2.45)  0.122
H (-2.85, 0.25, 0.13)  0.101
H (-3.57, 0.63, -1.41)  0.092
H (-2.67, -1.95, -0.46)  0.099
H (-1.58, -1.49, -1.73)  0.119
H (-5.49, -2.92, -2.47)  0.126
H (-4.87, -2.78, -0.81)  0.150
C (2.76, 1.39, -2.07)  -0.088
C (3.53, 1.73, -0.80)  -0.276
N (4.13, 0.57, -0.16)  -0.196
C (4.57, 0.81, 1.20)  -0.250
C (5.71, 1.81, 1.42)  -0.081
C (5.02, -0.22, -1.00)  -0.245
C (6.22, 0.49, -1.64)  -0.081
H (2.04, 0.59, -1.88)  0.073
H (2.22, 2.27, -2.41)  0.073
H (3.42, 1.07, -2.88)  0.067
H (2.84, 2.16, -0.07)  0.101
H (4.26, 2.52, -1.03)  0.105
H (4.85, -0.15, 1.63)  0.113
H (3.70, 1.15, 1.76)  0.092
H (6.67, 1.42, 1.09)  0.056
H (5.79, 2.05, 2.48)  0.071
H (5.53, 2.75, 0.89)  0.068
H (4.42, -0.67, -1.80)  0.102
H (5.36, -1.06, -0.40)  0.114
H (5.92, 1.43, -2.11)  0.066
H (6.64, -0.15, -2.42)  0.072
H (7.00, 0.70, -0.92)  0.054

---

Q: The lowest LUMO level belongs to which entry?
A: C46H127N9O15